# 1
The following is a quantum chemistry calculation of a 2-piece molecular cluster, C4H11N3O2 overall, from the Open Molecules 2025 dataset.

Atoms and positions in Å:
C (2.700, -0.515, 0.055)
C (1.209, 1.448, 0.464)
N (0.214, 0.899, -0.130)
N (2.332, 0.683, 0.779)
N (1.087, 2.773, 0.877)
H (0.181, -0.099, -0.248)
H (-2.492, -2.325, 1.306)
H (3.176, 1.180, 1.030)
H (1.862, 3.261, 1.286)
H (0.121, 2.921, 1.068)
H (3.014, -0.213, -0.957)
H (1.920, -1.278, -0.121)
H (3.335, -1.097, 0.752)
C (-2.945, -0.682, -1.273)
C (-2.313, -1.733, -0.445)
O (-2.467, -1.459, 0.876)
O (-1.637, -2.690, -0.738)
H (-2.662, 0.386, -1.164)
H (-4.080, -0.760, -1.104)
H (-2.554, -0.697, -2.314)

Cartesian forces, eV/Å:
C -0.678 -0.725 -0.031
C -0.341 -1.961 -0.451
N -0.930 1.456 0.129
N 0.197 1.037 0.656
N 0.883 -1.629 -0.837
H 0.713 -0.134 0.075
H 0.512 0.115 0.275
H -0.274 0.207 0.190
H -0.382 0.046 0.285
H -0.217 0.883 0.323
H 0.762 -0.666 0.371
H -0.365 0.857 0.287
H 0.574 0.583 -1.040
C -0.874 1.122 -1.794
C 1.803 0.321 1.266
O -1.209 -0.079 0.248
O -0.807 0.251 -0.972
H -0.002 -0.700 1.532
H 1.675 0.128 -0.786
H -1.039 -1.112 0.273

Calculated values
HOMO-LUMO gap, Eh: 0.3451
E_LUMO, hartree: 0.0292
F_max, eV/Å: 2.29
Total charge: 0
Energy relative to the best compared isomer or geometry (same formula, charge and spin), kJ/mol: 166.1
DFT total energy, hartree: -473.73951

***

# 2
The following is a quantum chemistry calculation of a 2-piece molecular cluster, C4H11N3O2 overall, from the Open Molecules 2025 dataset.

Atoms and positions in Å:
C (-1.399, 2.904, -0.334)
C (-2.138, 1.621, -0.251)
O (-3.481, 1.741, -0.132)
O (-1.612, 0.533, -0.222)
H (-0.691, 2.902, -1.151)
H (-0.883, 3.060, 0.608)
H (-2.032, 3.793, -0.301)
C (0.640, -1.481, 1.798)
C (1.822, -1.485, -0.228)
N (1.784, -1.839, 0.991)
N (0.877, -0.775, -0.947)
N (2.808, -2.071, -1.034)
H (-3.783, 0.907, 0.257)
H (0.646, -1.077, -1.882)
H (0.012, -0.703, -0.429)
H (3.783, -1.943, -0.811)
H (2.732, -1.955, -2.033)
H (0.505, -2.194, 2.588)
H (-0.306, -1.442, 1.237)
H (0.716, -0.495, 2.277)

Cartesian forces, eV/Å:
C -0.334 1.041 0.496
C -0.186 -0.796 0.250
O 0.299 0.345 0.374
O -0.247 0.344 0.007
H 0.110 0.052 -0.071
H 0.564 -0.565 0.128
H -0.280 -0.278 -0.774
C -0.222 0.838 -0.393
C 0.046 -1.663 -0.726
N 0.026 0.602 0.334
N -0.727 0.203 0.646
N 0.840 0.112 -0.759
H -0.128 -0.123 -0.358
H 0.502 -0.129 -0.103
H 0.009 0.435 -0.107
H -0.202 -0.105 0.703
H -0.388 0.353 0.046
H 0.080 -0.455 0.371
H 0.008 -0.152 0.013
H 0.230 -0.059 -0.077

Calculated values
HOMO-LUMO gap, Eh: 0.3257
E_LUMO, hartree: 0.0199
F_max, eV/Å: 1.81
Total charge: 0
Energy relative to the best compared isomer or geometry (same formula, charge and spin), kJ/mol: 95.6
DFT total energy, hartree: -473.76635

***

# 3
The following is a quantum chemistry calculation of a 2-piece molecular cluster, C4H11N3O2 overall, from the Open Molecules 2025 dataset.

Atoms and positions in Å:
C (3.032, -1.980, 0.050)
C (1.746, -1.474, 0.528)
O (0.626, -1.838, 0.252)
O (1.996, -0.425, 1.397)
H (3.827, -1.200, -0.277)
H (2.763, -2.426, -0.978)
H (3.533, -2.581, 0.859)
C (-1.570, -0.468, -0.794)
C (-1.413, 1.641, 0.232)
N (-1.944, 0.395, 0.298)
N (-2.007, 2.427, -0.770)
N (-0.575, 2.185, 1.085)
H (-2.319, 0.000, 1.151)
H (-0.726, -0.258, -1.422)
H (-2.502, -0.489, -1.514)
H (-2.569, 1.958, -1.550)
H (-1.384, 3.158, -1.110)
H (1.112, -0.202, 1.693)
H (-0.322, 3.159, 1.324)
H (-1.304, -1.582, -0.454)

Cartesian forces, eV/Å:
C 1.884 -0.301 -2.854
C -0.023 2.135 1.301
O 1.277 -0.134 0.375
O -0.639 -1.421 -0.814
H -1.667 -0.735 1.079
H 0.826 -0.465 1.901
H -0.662 0.044 -1.239
C -3.013 -3.795 -1.045
C 0.743 4.604 1.766
N 0.969 -0.924 -0.006
N -0.245 -0.661 -1.935
N -0.801 -2.361 0.225
H 0.818 0.212 -0.120
H 0.589 1.025 0.260
H 1.724 -0.470 0.885
H 1.290 0.821 1.819
H -0.432 -0.275 0.024
H -0.589 0.855 0.448
H -0.900 -0.793 -1.456
H -1.150 2.638 -0.613

Calculated values
HOMO-LUMO gap, Eh: 0.3552
E_LUMO, hartree: 0.0302
F_max, eV/Å: 4.99
Total charge: 0
Energy relative to the best compared isomer or geometry (same formula, charge and spin), kJ/mol: 237.5
DFT total energy, hartree: -473.71230